Density functional theory data (the ωB97M-V functional and the def2-TZVPD basis) for C2H3ClF2 in the gas phase at a distorted geometry.

Atoms and positions in Å:
C -0.2899 -0.7303 -0.0382
C 0.3628 0.5907 -0.0499
H -0.6229 -0.8687 -0.9659
H 0.3398 -1.6936 0.2304
H -0.7431 0.9520 -0.3375
F -1.3750 -0.4493 0.9286
F 1.1703 1.0284 -1.1534
Cl 1.1581 1.1708 1.3859

HOMO-LUMO gap   12.1 eV
HOMO energy   -11.17 eV
SMILES   FC[C@H](F)Cl
Relative energy (zero: lowest compared OMol25 entry of this formula, charge and spin)   223.9 kJ/mol
Spin multiplicity   1

---

Density functional theory data (the ωB97M-V functional and the def2-TZVPD basis) for a molecular structure, C3H6NaO5 at a distorted geometry.

Atoms and positions in Å:
C 2.6436 -1.6178 0.4570
C 1.3360 -1.0813 -0.1196
O 0.2456 -1.6512 0.6052
C -0.9975 -1.2681 0.2965
O -1.2022 -0.4455 -0.6320
O -1.9143 -1.6677 1.0613
O 3.7371 -1.0969 -0.2015
Na -3.8514 -0.5722 -0.2048
H 2.6161 -2.7258 0.3779
H 2.6477 -1.3939 1.5479
H 1.2538 -1.3493 -1.1835
H 1.3043 0.0151 -0.0350
H 4.6175 0.1829 0.2841
O 5.4238 1.2074 0.6078
H 4.9875 1.9950 0.2749

Charge   -1
HOMO-LUMO gap   3.7 eV
HOMO energy   -3.29 eV
Relative energy (zero: lowest compared OMol25 entry of this formula, charge and spin)   145.1 kJ/mol
Spin multiplicity   1

---

Density functional theory data (the ωB97M-V functional and the def2-TZVPD basis) for a molecular structure, C48H50F4Ge2N3OTl.

Atoms and positions in Å:
Tl 1.6214 1.0278 0.1530
C 2.3140 -1.0724 2.9371
N 1.4291 0.0484 2.6232
C 0.0763 -0.2378 3.0957
C 1.9595 1.2819 3.2222
C 1.1388 2.5462 2.9414
N 0.5308 2.5010 1.6158
C -0.1386 3.5911 1.1340
C -0.9332 3.4480 -0.0131
F -1.0883 2.1818 -0.4991
C -1.6330 4.4642 -0.6188
F -2.3536 4.1797 -1.7177
C -1.6089 5.7422 -0.1106
C -0.8674 5.9245 1.0411
F -0.8118 7.1363 1.5960
C -0.1684 4.9013 1.6519
F 0.5268 5.1999 2.7653
H 2.3597 -1.2715 4.0145
H 3.3270 -0.8537 2.5930
H 1.9521 -1.9747 2.4372
H 0.0423 -0.3667 4.1853
H -0.2863 -1.1571 2.6309
H -0.5815 0.5857 2.8160
H 2.9670 1.4172 2.8131
H 2.0649 1.1562 4.3072
H 1.8352 3.3760 3.0564
H 0.3763 2.6758 3.7196
H -2.1462 6.5582 -0.5739
C 2.2994 -4.5847 0.7630
N 1.4224 -3.6848 -0.0004
C -0.0131 -3.9744 0.0462
C 1.9006 -2.6281 -0.6300
C 3.3673 -2.3378 -0.5248
O 1.1052 -1.8409 -1.2500
H 1.7133 -5.4395 1.0845
H 2.7024 -4.0874 1.6451
H 3.1229 -4.9402 0.1497
H -0.2203 -4.9161 -0.4603
H -0.5616 -3.1722 -0.4333
H -0.3276 -4.0596 1.0865
H 3.9676 -3.1598 -0.9182
H 3.6365 -2.2023 0.5261
H 3.6032 -1.4354 -1.0757
C -2.7736 -0.0794 -0.8614
Ge -2.7656 0.5578 0.9464
C -3.4464 2.3068 1.1611
C -4.4866 2.6158 0.2747
C -5.0552 3.8806 0.3025
C -4.5638 4.8428 1.1759
C -3.5155 4.5449 2.0388
C -2.9549 3.2788 2.0376
C -2.9320 -0.8152 2.2088
C -3.2015 -2.0559 1.6626
C -3.6547 -3.1115 2.4751
C -3.7917 -2.9154 3.8213
C -3.4715 -1.6751 4.4285
C -3.5885 -1.4922 5.8289
C -3.2676 -0.2987 6.4025
C -2.8096 0.7710 5.6005
C -2.6881 0.6190 4.2490
C -3.0269 -0.6001 3.6216
H -2.9447 0.7704 -1.5197
H -3.5613 -0.8217 -0.9878
H -1.8065 -0.5189 -1.1131
H -4.8613 1.8820 -0.4305
H -5.8676 4.1191 -0.3723
H -4.9980 5.8348 1.1798
H -3.1258 5.3042 2.7049
H -2.1197 3.0740 2.6944
H -3.0869 -2.2277 0.5996
H -3.9115 -4.0628 2.0277
H -4.1450 -3.7220 4.4541
H -3.9397 -2.3188 6.4355
H -3.3578 -0.1653 7.4724
H -2.5560 1.7155 6.0651
H -2.3204 1.4362 3.6459
C -0.1327 -3.2859 -3.4126
Ge 1.0339 -1.7699 -3.2674
C 0.1757 -0.1856 -3.8756
C -0.6647 -0.4533 -4.9630
C -1.2588 0.5901 -5.6630
C -1.0270 1.9015 -5.2761
C -0.2157 2.1728 -4.1789
C 0.3868 1.1359 -3.4855
C 2.8441 -2.2438 -3.6296
C 3.0596 -3.5885 -3.8240
C 4.3557 -4.0906 -4.0836
C 5.4113 -3.2317 -4.1409
C 5.2344 -1.8363 -3.9518
C 6.3361 -0.9461 -4.0105
C 6.1625 0.3928 -3.8255
C 4.8713 0.9084 -3.5701
C 3.7935 0.0725 -3.5054
C 3.9375 -1.3240 -3.6998
H -0.0504 -3.7179 -4.4120
H -1.1663 -2.9829 -3.2492
H 0.1444 -4.0490 -2.6873
H -0.8655 -1.4740 -5.2725
H -1.8957 0.3752 -6.5120
H -1.4752 2.7164 -5.8309
H -0.0470 3.1961 -3.8685
H 1.0063 1.3729 -2.6345
H 2.2327 -4.2889 -3.7893
H 4.4985 -5.1516 -4.2427
H 6.4092 -3.6049 -4.3423
H 7.3223 -1.3507 -4.2101
H 7.0081 1.0657 -3.8805
H 4.7391 1.9755 -3.4368
H 2.8096 0.4804 -3.3234

Charge   +2
HOMO-LUMO gap   5.7 eV
HOMO energy   -11.80 eV
Relative energy (zero: lowest compared OMol25 entry of this formula, charge and spin)   262.9 kJ/mol
Spin multiplicity   1

---

Density functional theory data (the ωB97M-V functional and the def2-TZVPD basis) for 2 unconnected molecules or ions with the total composition C6H13N3O at a distorted geometry.

Atoms and positions in Å:
C 2.4505 -0.3563 -2.2399
C 2.1226 0.8517 -1.3750
C 0.7477 1.5041 -1.6402
N 0.6167 1.8305 -3.0547
C -0.3332 0.5273 -1.2971
N -1.3510 -0.0492 -1.4738
C 0.6359 2.7610 -0.7651
C -0.6459 3.2723 -0.2359
N 0.3736 2.7265 0.6616
H 1.6877 -1.1425 -2.1446
H 2.5225 -0.0786 -3.2992
H 3.4134 -0.7842 -1.9317
H 2.1830 0.5935 -0.3076
H 2.8712 1.6422 -1.5384
H -0.1415 2.4904 -3.2048
H 1.4741 2.2621 -3.3902
H 1.3970 3.4900 -1.0631
H -0.8038 4.3505 -0.1716
H -1.5476 2.6811 -0.4120
H 0.1307 1.7917 0.9944
O -0.5547 -1.0791 0.7612
H -1.3389 -1.1746 -0.0101
H 0.3372 -1.3187 0.4859

HOMO-LUMO gap   10.5 eV
HOMO energy   -9.70 eV
SMILES   CC[C@@](N)(C#N)[C@H]1CN1.O
Relative energy (zero: lowest compared OMol25 entry of this formula, charge and spin)   323.7 kJ/mol
Spin multiplicity   1

---

Density functional theory data (the ωB97M-V functional and the def2-TZVPD basis) for C8H12ClN3 in the gas phase at a distorted geometry.

Atoms and positions in Å:
N -1.3715 0.1469 4.3514
C -0.9223 0.2573 3.3313
C -0.3772 0.5959 1.9396
Cl 0.5848 2.1050 2.1382
C 0.4542 -0.6412 1.4730
C -0.4740 -1.7528 0.9904
N -1.1884 -2.5057 0.5696
C 1.6128 -0.3362 0.4746
C 1.2499 0.5852 -0.7315
C 0.6452 -0.1867 -1.9672
C -0.8122 0.3267 -2.2627
N -1.7348 0.1205 -1.1295
H -1.2533 0.7798 1.2977
H 0.9325 -1.0608 2.3862
H 2.0320 -1.2843 0.0699
H 2.4417 0.1057 1.0698
H 0.5458 1.4036 -0.4964
H 2.2040 1.0415 -1.0793
H 1.2283 0.0752 -2.8791
H 0.6982 -1.2811 -1.8095
H -1.1652 -0.2260 -3.1561
H -0.7350 1.4207 -2.4167
H -2.3658 -0.6578 -1.2823
H -2.2297 0.9684 -0.8812

HOMO-LUMO gap   10.0 eV
HOMO energy   -9.52 eV
SMILES   N#C[C@@H](Cl)[C@@H](C#N)CCCCN
Relative energy (zero: lowest compared OMol25 entry of this formula, charge and spin)   41.4 kJ/mol
Spin multiplicity   1

---

Density functional theory data (the ωB97M-V functional and the def2-TZVPD basis) for a molecular structure, C20H13Co2NO8 at a distorted geometry.

Atoms and positions in Å:
C 2.4727 4.0328 4.6030
C 2.1952 2.8748 3.6754
O 0.7921 2.9445 3.3151
C 0.3982 1.9063 2.5055
C -0.9088 2.1295 1.9814
C -1.4201 1.4551 0.9259
N -2.0456 1.0334 0.0200
O 1.1437 0.9386 2.3241
H 3.5365 4.0554 4.8523
H 2.1999 4.9868 4.1408
H 1.8960 3.9304 5.5282
H 2.8087 2.9529 2.7627
H 2.4030 1.9168 4.1741
H -1.4724 2.9570 2.3967
O -2.4993 -5.3384 -2.7084
C -2.1228 -4.3762 -2.1891
Co -1.1594 -3.1422 -1.2668
C 0.0363 -4.3119 -0.6625
O 0.8216 -5.0674 -0.2823
C -0.2330 -2.4257 -2.6086
O 0.4480 -2.0943 -3.4835
C -2.1577 -2.1679 -0.1623
C -0.8321 -1.8297 -0.0917
C 0.1452 -1.0853 0.4723
C 1.0444 -0.3310 -0.3769
C 2.4019 -0.1136 -0.0388
C 3.2210 0.6472 -0.8601
C 2.7033 1.2425 -2.0202
C 1.3651 1.0498 -2.3635
C 0.5552 0.2493 -1.5629
Co -3.1428 -1.6698 -1.8181
C -4.1557 -2.8383 -2.6475
O -4.9294 -3.4696 -3.2283
C -2.3875 -0.9581 -3.2345
O -2.0616 -0.4299 -4.2117
C -4.2750 -0.4043 -1.4311
O -5.0900 0.4063 -1.3051
H -2.8257 -2.3186 0.6887
H 0.3387 -1.1147 1.5468
H 2.7632 -0.5419 0.8969
H 4.2689 0.7885 -0.5904
H 3.3438 1.8595 -2.6549
H 0.9330 1.5159 -3.2480
H -0.5166 0.1557 -1.7627

HOMO-LUMO gap   3.7 eV
HOMO energy   -6.99 eV
Relative energy (zero: lowest compared OMol25 entry of this formula, charge and spin)   90.2 kJ/mol
Spin multiplicity   1